Entry 1:
20
Properties=species:S:1:pos:R:3 method="wB97M-V/def2-TZVPD" multiplicity=2 homo_energy_ev="-3.876 / -6.500" relative_energy_kcal_mol=0.0 homo_lumo_gap_ev="3.3 / 5.8" max_force_ha_per_bohr=0.0794 s_squared=0.7508
O 0.037 0.475 -1.677
C 1.365 0.885 -1.548
C 1.819 0.707 -0.110
O 1.514 -0.635 0.251
C 2.177 -1.107 1.409
Sr -0.354 -1.584 -0.647
H 1.530 1.938 -1.832
H 2.008 0.270 -2.203
H 1.298 1.384 0.586
H 2.899 0.899 -0.013
H 1.449 -1.401 2.178
H 2.787 -1.971 1.118
H 2.831 -0.324 1.823
O -3.560 1.492 -0.687
C -4.141 0.619 0.040
C -3.203 -0.497 0.499
O -1.866 -0.360 0.124
Mg -1.631 1.186 -1.045
H -3.659 -1.439 0.131
H -3.300 -0.538 1.603

---

Entry 2:
21
Properties=species:S:1:pos:R:3 method="wB97M-V/def2-TZVPD" total_charge=+1 homo_energy_ev=-13.384 relative_energy_kcal_mol=78.7 homo_lumo_gap_ev=9.9 max_force_ha_per_bohr=0.0740
C -1.006 -1.763 0.083
C -1.592 1.108 0.902
C -1.484 -0.679 -0.835
C 0.001 1.307 -1.028
N 1.601 0.650 0.412
N -1.019 0.679 -0.394
P 2.919 -0.226 0.079
H -1.228 -1.619 1.088
H -1.443 -2.735 -0.091
H 0.152 -1.756 0.110
H -1.184 2.120 1.080
H -2.675 0.961 0.854
H -1.055 0.508 1.742
H -2.580 -0.580 -0.996
H -1.080 -0.909 -1.882
H 0.289 2.347 -0.986
H 0.247 0.873 -2.056
H 1.895 1.485 1.031
H 4.144 0.475 -0.504
H 2.715 -1.301 -0.656
H 3.491 -0.845 1.154

---

Entry 3:
14
Properties=species:S:1:pos:R:3 method="wB97M-V/def2-TZVPD" homo_energy_ev="-7.323 / -7.324" relative_energy_kcal_mol=106.5 homo_lumo_gap_ev="7.5 / 7.5" max_force_ha_per_bohr=0.0854
C 1.683 0.737 -1.076
C 1.008 -0.373 -1.390
C -1.568 -1.426 0.173
C 1.269 0.438 1.155
N -1.987 -0.296 0.034
O 1.936 1.203 0.149
O 1.580 -0.936 1.113
P 1.009 -1.741 -0.228
H 2.091 1.428 -1.926
H 0.869 -0.519 -2.492
H -2.187 -2.475 0.284
H 1.803 0.727 2.021
H 0.233 0.509 1.220
H -3.041 0.008 0.042